1.
Formula: C32H38IrN8S
Source: the OMol25 dataset
Level of theory: the ωB97M-V functional and the def2-TZVPD basis

## Properties
Frontier orbital gap (spin up / spin down), eV: 6.7 / 7.2
⟨S²⟩: 6.05
Spin multiplicity: 5
Net charge: +1
HOMO level (spin up / spin down), eV: -9.48 / -10.54

Geometry (Å):
Ir  -0.60  -0.40  -0.28
N  4.75  4.21  1.34
C  3.73  3.79  2.10
S  3.30  4.46  3.52
C  2.95  2.64  1.50
C  2.78  2.50  0.13
C  2.00  1.47  -0.35
N  1.41  0.58  0.45
C  1.59  0.70  1.77
C  2.34  1.71  2.34
H  5.33  4.96  1.69
H  5.11  3.66  0.57
H  3.20  3.21  -0.57
H  1.81  1.35  -1.41
H  1.10  -0.04  2.39
H  2.45  1.79  3.41
N  -0.59  -6.02  4.36
C  0.01  -7.14  4.90
C  -0.42  -8.07  5.85
C  0.46  -9.09  6.15
C  1.73  -9.18  5.54
C  2.14  -8.26  4.60
C  1.26  -7.22  4.28
N  1.42  -6.17  3.39
C  0.31  -5.50  3.47
C  0.06  -4.29  2.67
C  1.03  -3.89  1.75
C  0.82  -2.76  1.00
N  -0.30  -2.02  1.10
C  -1.23  -2.39  1.99
C  -1.09  -3.51  2.78
H  -1.51  -5.68  4.58
H  -1.39  -8.01  6.32
H  0.18  -9.83  6.88
H  2.38  -10.00  5.81
H  3.11  -8.32  4.12
H  1.94  -4.46  1.65
H  1.55  -2.41  0.28
H  -2.10  -1.75  2.06
H  -1.88  -3.74  3.48
C  -1.88  3.02  -2.87
C  -1.32  1.94  -3.75
C  -1.29  2.09  -5.13
C  -0.75  1.11  -5.95
C  -0.23  -0.06  -5.39
C  -0.24  -0.27  -4.02
C  0.33  -1.53  -3.44
C  -0.79  0.74  -3.19
N  -0.81  0.61  -1.85
H  -2.75  3.49  -3.34
H  -1.13  3.80  -2.71
H  -2.17  2.64  -1.90
H  -1.70  3.00  -5.57
H  -0.73  1.25  -7.02
H  0.19  -0.82  -6.04
H  0.57  -2.24  -4.22
H  -0.38  -2.00  -2.75
H  1.24  -1.32  -2.87
C  -6.15  1.86  1.15
C  -5.10  2.04  0.07
N  -3.90  1.23  0.31
C  -4.02  -0.19  -0.05
C  -4.08  -0.44  -1.55
C  -2.80  1.74  0.89
C  -2.86  3.16  1.39
N  -1.70  1.06  1.04
H  -6.99  2.54  0.97
H  -5.75  2.09  2.14
H  -6.55  0.85  1.17
H  -4.82  3.08  -0.03
H  -5.49  1.74  -0.90
H  -4.92  -0.57  0.43
H  -3.17  -0.71  0.38
H  -5.00  -0.05  -2.00
H  -4.06  -1.52  -1.74
H  -3.23  0.01  -2.06
H  -2.76  3.85  0.55
H  -2.04  3.34  2.07
H  -3.79  3.38  1.90
H  -1.01  1.62  1.53

Mulliken atomic charge list, values in e, 2 entries: 0.73 -0.36

2.
Formula: C32H39BBr2ClF3N5O3P2
Source: the OMol25 dataset
Level of theory: the ωB97M-V functional and the def2-TZVPD basis

## Properties
Frontier orbital gap, eV: 6.6
Net charge: -1
HOMO level, eV: -4.63

Geometry (Å):
C  2.37  -3.26  -1.22
C  2.36  -2.87  -2.76
Cl  0.65  -2.88  -3.49
C  3.20  -1.58  -3.14
B  2.87  -0.19  -2.34
C  1.30  0.29  -2.34
C  0.41  -0.19  -1.12
C  -1.03  0.53  -1.04
F  -1.63  0.00  0.16
Br  -0.90  2.48  -0.76
C  -2.00  0.14  -2.23
F  -3.21  0.87  -2.00
F  -1.57  0.54  -3.48
Br  -2.56  -1.77  -2.22
P  3.70  -0.12  -0.55
P  5.77  0.52  -0.88
O  6.74  -0.67  -0.98
O  5.93  1.40  -2.32
O  6.20  1.59  0.39
H  1.84  -4.26  -1.09
H  2.00  -2.46  -0.53
H  3.46  -3.48  -0.97
H  2.87  -3.75  -3.29
H  4.30  -1.85  -3.05
H  3.01  -1.37  -4.25
H  3.46  0.67  -2.94
H  1.30  1.44  -2.33
H  0.86  -0.03  -3.34
H  0.87  0.01  -0.09
H  0.19  -1.31  -1.12
H  3.05  0.86  0.27
H  6.24  0.82  -3.04
H  6.17  2.48  -0.03
N  -1.38  3.69  2.17
C  -1.26  4.52  3.22
C  -1.02  4.10  4.52
C  -0.90  2.74  4.75
C  -1.02  1.86  3.69
C  -1.26  2.38  2.43
H  -1.36  5.58  2.98
H  -0.93  4.82  5.32
H  -0.71  2.37  5.75
H  -0.93  0.79  3.84
H  -1.36  1.73  1.57
N  -7.82  -3.20  -0.93
C  -6.83  -2.30  -0.79
C  -6.17  -1.71  -1.85
C  -6.54  -2.07  -3.14
C  -7.56  -2.99  -3.31
C  -8.16  -3.52  -2.19
H  -6.58  -2.06  0.24
H  -5.38  -0.99  -1.67
H  -6.04  -1.63  -3.99
H  -7.87  -3.30  -4.30
H  -8.97  -4.25  -2.27
N  7.75  4.50  1.22
C  8.11  5.47  2.08
C  9.37  6.03  2.14
C  10.34  5.56  1.26
C  10.00  4.56  0.37
C  8.71  4.07  0.39
H  7.32  5.81  2.75
H  9.60  6.82  2.85
H  11.34  5.97  1.27
H  10.73  4.17  -0.33
H  8.40  3.28  -0.30
N  1.38  2.59  7.06
C  1.51  1.82  8.14
C  2.73  1.49  8.71
C  3.89  2.00  8.13
C  3.78  2.80  7.01
C  2.51  3.07  6.51
H  0.58  1.44  8.56
H  2.78  0.86  9.59
H  4.86  1.76  8.55
H  4.65  3.21  6.53
H  2.37  3.70  5.64
N  -10.79  -5.51  -3.94
C  -11.13  -5.38  -5.23
C  -10.56  -6.11  -6.26
C  -9.56  -7.02  -5.95
C  -9.18  -7.17  -4.62
C  -9.82  -6.40  -3.66
H  -11.91  -4.66  -5.43
H  -10.88  -5.96  -7.28
H  -9.08  -7.60  -6.72
H  -8.41  -7.87  -4.34
H  -9.56  -6.49  -2.61

Mulliken atomic charge list, values in e, 2 entries: -1.04 0.35

3.
Formula: C32H39CoN4O5P2
Source: the OMol25 dataset
Level of theory: the ωB97M-V functional and the def2-TZVPD basis

## Properties
Relative energy (zero: lowest compared OMol25 entry of this formula, charge and spin), kcal per mole: 29.9
Frontier orbital gap (spin up / spin down), eV: 7.4 / 7.4
⟨S²⟩: 0.77
Spin multiplicity: 2
Net charge: +1
HOMO level (spin up / spin down), eV: -9.91 / -9.91

Geometry (Å):
Co  1.00  0.54  0.27
C  2.16  3.81  -2.74
C  1.05  4.64  -2.76
C  0.00  4.35  -1.91
C  0.09  3.26  -1.06
N  1.16  2.47  -1.03
C  2.16  2.73  -1.87
C  -0.99  2.88  -0.12
C  -2.27  3.41  -0.16
C  -3.18  2.99  0.79
C  -2.79  2.08  1.75
C  -1.50  1.59  1.72
N  -0.62  1.98  0.79
C  -0.97  0.60  2.69
C  -1.75  0.09  3.73
C  -1.19  -0.83  4.60
C  0.13  -1.21  4.41
C  0.82  -0.66  3.34
N  0.29  0.22  2.49
H  3.01  3.98  -3.39
H  1.01  5.49  -3.42
H  -0.88  4.98  -1.91
H  2.98  2.03  -1.85
H  -2.56  4.10  -0.93
H  -4.20  3.37  0.77
H  -3.49  1.77  2.51
H  -2.77  0.40  3.86
H  -1.78  -1.24  5.41
H  0.61  -1.93  5.06
H  1.85  -0.94  3.17
C  4.56  2.23  0.31
P  3.33  1.04  1.00
C  3.56  1.48  2.77
C  4.33  -0.50  0.80
C  3.58  -1.76  1.23
P  1.95  -1.80  0.35
C  1.09  -3.21  1.13
C  2.49  -2.60  -1.21
H  5.46  2.22  0.92
H  4.14  3.23  0.31
H  4.83  1.96  -0.71
H  4.58  1.25  3.09
H  2.85  0.96  3.42
H  3.38  2.55  2.88
H  5.28  -0.40  1.32
H  4.54  -0.56  -0.27
H  3.43  -1.77  2.31
H  4.15  -2.66  0.98
H  1.72  -4.10  1.09
H  0.17  -3.39  0.59
H  0.84  -2.98  2.17
H  3.06  -3.50  -0.98
H  3.11  -1.91  -1.79
H  1.62  -2.87  -1.81
O  -1.76  0.44  -1.52
C  -1.69  -0.42  -0.64
O  -0.63  -0.69  0.06
C  -2.89  -1.27  -0.30
C  -3.99  -1.26  -1.13
C  -5.13  -2.02  -0.85
C  -5.10  -2.77  0.30
O  -6.07  -3.59  0.81
C  -5.55  -4.14  2.01
O  -4.24  -3.60  2.22
C  -4.00  -2.78  1.14
C  -2.87  -2.05  0.87
H  -3.96  -0.64  -2.02
H  -6.00  -2.02  -1.49
H  -5.49  -5.23  1.92
H  -6.19  -3.87  2.85
H  -2.00  -2.06  1.51
C  0.95  0.87  -4.63
N  0.24  -0.23  -4.01
C  -0.81  -0.89  -4.78
C  0.47  -0.56  -2.74
O  1.31  0.00  -2.02
H  0.92  0.75  -5.71
H  1.98  0.88  -4.28
H  0.49  1.83  -4.36
H  -1.46  -0.14  -5.24
H  -1.41  -1.51  -4.12
H  -0.38  -1.51  -5.56
H  -0.15  -1.38  -2.38

Mulliken atomic charge list, values in e, 2 entries: 1.53 -1.16

4.
Formula: C32H39GeN8O2PPtS
Source: the OMol25 dataset
Level of theory: the ωB97M-V functional and the def2-TZVPD basis

## Properties
Relative energy (zero: lowest compared OMol25 entry of this formula, charge and spin), kcal per mole: 0.0
Frontier orbital gap (spin up / spin down), eV: 5.5 / 7.1
⟨S²⟩: 6.04
Spin multiplicity: 5
Net charge: +2
HOMO level (spin up / spin down), eV: -10.38 / -14.02

Geometry (Å):
Pt  1.12  -0.78  0.63
C  -3.62  0.01  3.58
N  -2.76  -0.43  2.46
C  -3.18  -1.11  1.35
C  -2.08  -1.33  0.58
N  -1.00  -0.78  1.21
C  -1.41  -0.24  2.34
P  -0.39  0.61  3.57
C  0.56  1.71  2.46
N  1.22  1.37  1.36
C  2.04  2.44  1.06
C  1.84  3.43  1.97
N  0.91  2.97  2.85
C  0.40  3.71  4.02
C  0.96  -0.60  3.77
N  1.83  -0.93  2.82
C  2.79  -1.71  3.40
C  2.51  -1.84  4.73
N  1.36  -1.13  4.96
C  0.69  -0.99  6.26
H  -4.65  -0.21  3.32
H  -3.36  -0.52  4.49
H  -3.52  1.07  3.74
H  -4.22  -1.40  1.21
H  -2.00  -1.84  -0.37
H  2.73  2.44  0.24
H  2.30  4.41  2.07
H  0.76  4.73  3.96
H  -0.69  3.73  4.01
H  0.75  3.27  4.94
H  3.61  -2.13  2.83
H  3.04  -2.36  5.52
H  1.09  -1.73  6.94
H  0.85  0.00  6.68
H  -0.38  -1.17  6.15
C  -4.95  1.11  -3.14
C  -3.51  0.66  -3.10
C  -3.01  -0.17  -4.11
C  -1.68  -0.56  -4.11
C  -0.85  -0.14  -3.08
C  -1.33  0.67  -2.05
C  -2.66  1.06  -2.08
S  0.82  -0.64  -3.17
O  1.08  -1.22  -4.44
O  1.64  0.65  -3.15
N  1.15  -1.48  -1.85
C  1.24  -2.86  -1.90
C  1.37  -3.65  -3.14
C  1.46  -4.99  -3.09
C  1.42  -5.68  -1.85
C  1.29  -4.99  -0.63
C  1.23  -5.67  0.59
C  0.96  -4.93  1.77
C  0.86  -3.59  1.71
N  1.04  -2.88  0.51
C  1.20  -3.56  -0.64
H  -5.63  0.26  -3.25
H  -5.12  1.77  -4.00
H  -5.23  1.66  -2.24
H  -3.66  -0.50  -4.91
H  -1.29  -1.18  -4.91
H  -0.69  0.98  -1.23
H  -3.04  1.70  -1.28
H  1.44  -3.16  -4.09
H  1.56  -5.55  -4.02
H  1.48  -6.76  -1.83
H  1.32  -6.75  0.61
H  0.83  -5.44  2.72
H  0.61  -3.01  2.58
C  0.46  3.06  -4.57
Ge  1.14  3.43  -2.80
C  -0.21  4.10  -1.57
C  2.68  4.61  -2.85
C  1.79  1.66  -2.09
H  0.34  4.00  -5.12
H  -0.50  2.55  -4.54
H  1.18  2.44  -5.11
H  -0.44  5.14  -1.83
H  0.17  4.09  -0.54
H  -1.13  3.52  -1.63
H  2.42  5.51  -3.42
H  3.52  4.12  -3.35
H  3.00  4.92  -1.85
H  1.27  1.34  -1.21
H  2.85  1.67  -1.88

Mulliken atomic charge list, values in e, 2 entries: 2.55 -0.81

5.
Formula: C32H39N6O6P
Source: the OMol25 dataset
Level of theory: the ωB97M-V functional and the def2-TZVPD basis

## Properties
Relative energy (zero: lowest compared OMol25 entry of this formula, charge and spin), kcal per mole: 3.1
Frontier orbital gap, eV: 3.8
Net charge: 0
HOMO level, eV: -6.75

Geometry (Å):
C  1.23  -3.79  -2.47
C  -0.12  -3.08  -2.42
C  -1.23  -4.10  -2.71
C  -0.20  -1.91  -3.37
C  -0.34  -2.16  -4.74
C  -0.38  -1.12  -5.65
C  -0.15  0.18  -5.21
C  0.05  0.46  -3.86
C  0.38  1.92  -3.49
C  -0.70  2.86  -4.00
C  1.75  2.31  -4.05
C  0.03  -0.60  -2.93
N  0.39  -0.34  -1.50
P  -0.69  0.73  -0.60
H  -0.85  -1.66  1.67
N  0.70  1.01  0.51
C  0.70  2.19  1.42
C  0.78  2.00  2.80
C  0.82  0.61  3.41
C  -0.22  0.51  4.53
C  2.21  0.31  3.98
C  0.93  3.10  3.64
C  1.00  4.39  3.14
C  0.96  4.57  1.76
C  0.80  3.49  0.89
C  0.85  3.80  -0.62
C  2.23  4.28  -1.04
C  -0.21  4.83  -1.00
C  1.89  0.72  -0.14
C  1.72  -0.04  -1.24
H  2.05  -3.08  -2.35
H  1.30  -4.53  -1.67
H  1.36  -4.30  -3.44
H  -0.27  -2.69  -1.40
H  -2.20  -3.59  -2.77
H  -1.05  -4.62  -3.66
H  -1.30  -4.82  -1.90
H  -0.42  -3.17  -5.06
H  -0.58  -1.32  -6.69
H  -0.10  0.99  -5.93
H  0.42  1.95  -2.39
H  -1.68  2.58  -3.62
H  -0.48  3.88  -3.68
H  -0.73  2.86  -5.10
H  2.55  1.69  -3.63
H  1.76  2.17  -5.14
H  1.97  3.36  -3.84
H  0.60  -0.14  2.62
H  -1.22  0.69  4.13
H  -0.20  -0.49  4.96
H  -0.01  1.23  5.33
H  2.98  0.44  3.21
H  2.44  1.00  4.81
H  2.26  -0.72  4.34
H  1.02  2.92  4.71
H  1.08  5.24  3.81
H  1.08  5.58  1.35
H  0.63  2.85  -1.12
H  3.00  3.52  -0.84
H  2.25  4.52  -2.11
H  2.51  5.19  -0.48
H  -1.21  4.50  -0.69
H  0.01  5.80  -0.53
H  -0.22  4.97  -2.08
H  2.81  1.13  0.25
H  2.48  -0.36  -1.94
O  -4.77  -3.33  5.68
N  -4.63  -3.67  4.49
O  -5.49  -4.32  3.85
C  -3.44  -3.25  3.75
C  -3.42  -3.44  2.35
C  -2.27  -3.27  1.65
N  -1.93  -4.06  0.53
O  -2.80  -4.60  -0.19
O  -0.71  -4.15  0.27
C  -1.08  -2.59  2.16
C  -1.11  -2.52  3.58
N  0.03  -2.70  4.34
O  1.24  -2.73  4.13
O  -0.46  -3.16  5.59
N  -1.82  -3.26  5.62
C  -2.21  -2.89  4.36
H  -4.28  -3.85  1.85
H  -0.09  -2.88  1.82

Mulliken atomic charge list, values in e, 2 entries: -1.42 1.93

DFT total energy across the listed records, respectively: -59389.7355, -227425.6789, -106216.5084, -129702.6570, -64318.7613 eV.